(1)
# C11H38N10O12S

A 9-piece molecular cluster, C11H38N10O12S overall (ωB97M-V with the def2-TZVPD basis set, OMol25).

The energy above the lowest of the compared OMol25 structures with the same formula, charge and spin comes out at 0.0 kJ/mol. The spin multiplicity is 1. For the HOMO-LUMO gap, the calculation gives 9.443 eV. The LUMO energy comes out at 4.73 eV. The net charge is -2.

Geometry (Å):
1 S 0.2628 -0.0439 -0.4705
2 O -0.9659 0.7030 -0.7990
3 O 0.4780 -1.0564 -1.5495
4 O 1.4355 0.8437 -0.3443
5 O 0.1056 -0.7498 0.8225
6 C 1.4649 4.2507 -0.7357
7 O 1.3175 5.4790 -0.6366
8 N 1.7888 3.4842 0.3186
9 N 1.1813 3.5299 -1.8556
10 H 1.8956 3.8208 1.2539
11 H 1.7655 2.4770 0.0928
12 H 1.1835 2.5266 -1.8182
13 H 0.7930 3.9530 -2.6784
14 C 2.5676 -3.7053 0.0954
15 O 3.4366 -4.5665 0.2716
16 N 1.9337 -3.5014 -1.0770
17 N 2.1722 -2.7970 0.9729
18 H 2.3351 -4.0445 -1.8242
19 H 1.2252 -2.8118 -1.2837
20 H 2.5895 -2.7118 1.8832
21 H 1.4854 -2.1000 0.7068
22 C -1.3601 0.4194 -4.6244
23 O -1.9863 0.6049 -5.6796
24 N -0.3794 -0.4806 -4.4649
25 N -1.7093 1.0233 -3.4684
26 H -0.2733 -0.9416 -5.3566
27 H 0.0321 -0.7633 -3.5884
28 H -2.3950 1.7551 -3.4557
29 H -1.2915 0.7639 -2.5697
30 C -2.7489 -2.6757 -2.0947
31 O -3.5353 -3.4052 -2.7337
32 N -1.4336 -2.9247 -2.1839
33 N -3.0901 -1.5066 -1.5287
34 H -0.6633 -2.3576 -1.8022
35 H -1.3868 -3.8497 -2.5846
36 H -4.0435 -1.1997 -1.5022
37 H -2.3930 -0.9433 -1.0737
38 C -0.1520 1.3577 3.6543
39 O -0.6076 2.0623 4.5680
40 N 0.2018 0.0531 3.8423
41 N 0.2127 1.8639 2.4541
42 H 0.3274 -0.3446 2.9215
43 H -0.1223 -0.4779 4.6262
44 H -0.0938 2.7821 2.1843
45 H 0.2887 1.1474 1.7403
46 C 4.9249 -0.2230 2.5484
47 C 3.6386 0.4752 2.1516
48 O 3.7224 0.9052 0.8261
49 H 5.1360 -0.9951 1.8093
50 H 4.8705 -0.6100 3.5669
51 H 5.7384 0.5066 2.5238
52 H 3.3428 1.2880 2.8260
53 H 2.8299 -0.2677 2.1845
54 H 2.8077 0.8973 0.4611
55 C -2.9588 4.1505 -1.4952
56 C -2.1011 4.2911 -0.2196
57 O -1.8748 3.0318 0.3806
58 H -3.2747 5.1090 -1.9185
59 H -3.8937 3.6029 -1.3604
60 H -2.4476 3.6593 -2.3266
61 H -2.7074 4.9069 0.4450
62 H -1.1643 4.7996 -0.4549
63 H -1.4415 2.3919 -0.2085
64 C -2.5167 -4.3209 2.6331
65 C -1.3891 -3.5479 1.9608
66 O -1.7669 -2.2125 1.7734
67 H -3.4989 -4.1189 2.1952
68 H -2.6609 -4.0334 3.6760
69 H -2.4540 -5.4008 2.4855
70 H -1.2308 -3.9189 0.9402
71 H -0.4656 -3.6328 2.5436
72 H -1.0135 -1.6753 1.4280

Atomic charges from the Mulliken analysis, expressed in e, are listed below: number 1, S, carries 0.472; number 2, O, carries -0.638; number 3, O, carries -1.117; number 4, O, carries -0.959; number 5, O, carries 0.474; number 6, C, carries 0.407; number 7, O, carries -0.754; number 8, N, carries -0.158; number 9, N, carries -0.211; number 10, H, carries 0.196; number 11, H, carries 0.462; number 12, H, carries 0.170; number 13, H, carries 0.197; number 14, C, carries 0.324; number 15, O, carries -0.787; number 16, N, carries -0.268; number 17, N, carries 0.006; number 18, H, carries 0.153; number 19, H, carries 0.288; number 20, H, carries 0.183; number 21, H, carries -0.194; number 22, C, carries 0.479; number 23, O, carries -0.786; number 24, N, carries -0.236; number 25, N, carries -0.038; number 26, H, carries 0.191; number 27, H, carries 0.240; number 28, H, carries 0.063; number 29, H, carries 0.222; number 30, C, carries 0.503; number 31, O, carries -0.800; number 32, N, carries -0.160; number 33, N, carries -0.110; number 34, H, carries 0.276; number 35, H, carries 0.167; number 36, H, carries 0.172; number 37, H, carries 0.030; number 38, C, carries 0.340; number 39, O, carries -0.775; number 40, N, carries -0.281; number 41, N, carries 0.077; number 42, H, carries 0.135; number 43, H, carries 0.254; number 44, H, carries 0.232; number 45, H, carries -0.333; number 46, C, carries -1.483; number 47, C, carries 0.707; number 48, O, carries -0.619; number 49, H, carries 0.321; number 50, H, carries 0.357; number 51, H, carries 0.377; number 52, H, carries 0.238; number 53, H, carries -0.327; number 54, H, carries 0.475; number 55, C, carries -1.032; number 56, C, carries 0.005; number 57, O, carries -0.429; number 58, H, carries 0.444; number 59, H, carries 0.291; number 60, H, carries 0.073; number 61, H, carries 0.318; number 62, H, carries 0.087; number 63, H, carries 0.225; number 64, C, carries -1.471; number 65, C, carries 0.283; number 66, O, carries -0.570; number 67, H, carries 0.342; number 68, H, carries 0.341; number 69, H, carries 0.382; number 70, H, carries 0.114; number 71, H, carries 0.195; number 72, H, carries 0.247


(2)
# C22H31NO6

A 2-piece molecular cluster, C22H31NO6 overall (ωB97M-V with the def2-TZVPD basis set, OMol25).

The spin multiplicity is 1. For the HOMO-LUMO gap, the calculation gives 5.054 eV. The LUMO energy comes out at -1.57 eV.

Geometry (Å):
1 C 5.0930 -1.3336 2.9437
2 C 4.2614 -0.1500 2.5592
3 O 2.8839 -0.5941 2.6902
4 C 2.0273 0.1583 1.9815
5 C 0.6376 -0.2320 2.1380
6 C -0.2889 0.8532 2.3920
7 O 0.0901 1.9617 2.7508
8 O -1.5853 0.5131 2.2018
9 C -2.5042 1.6131 2.3703
10 C -3.8611 1.0202 2.6277
11 C 0.3635 -1.6526 2.0183
12 O 1.1235 -2.4103 1.4204
13 O -0.8109 -2.0394 2.5531
14 C -1.0608 -3.4538 2.3787
15 C -2.5243 -3.6488 2.6527
16 O 2.4401 1.0483 1.2345
17 H 6.1534 -1.0720 2.9175
18 H 4.8329 -1.6900 3.9441
19 H 4.9223 -2.1480 2.2325
20 H 4.4157 0.7116 3.2240
21 H 4.4536 0.1397 1.5204
22 H -2.1826 2.2390 3.2118
23 H -2.4946 2.2021 1.4425
24 H -4.5919 1.8255 2.7030
25 H -4.1610 0.3451 1.8199
26 H -3.8625 0.4641 3.5721
27 H -0.8076 -3.7405 1.3494
28 H -0.4326 -4.0102 3.0885
29 H -2.7786 -4.7035 2.5495
30 H -2.7769 -3.3173 3.6649
31 H -3.1284 -3.0783 1.9383
32 C 1.6238 3.6315 -3.1671
33 C 2.2668 2.8441 -2.0369
34 C 1.2280 2.2090 -1.1245
35 N 0.2234 1.4480 -1.8642
36 C -0.1401 0.2533 -1.4277
37 C -0.9036 -0.7076 -2.1759
38 C -0.8494 -0.7945 -3.5962
39 C -1.6676 -1.6904 -4.2802
40 C -2.4936 -2.5761 -3.5716
41 C -2.5068 -2.5501 -2.1682
42 C -1.7304 -1.6251 -1.4784
43 C -0.4569 2.2195 -2.9138
44 C 0.5491 2.8234 -3.8856
45 H 1.1710 4.5386 -2.7510
46 H 2.3922 3.9419 -3.8802
47 H 2.9117 2.0501 -2.4347
48 H 2.8930 3.4950 -1.4193
49 H 1.7236 1.5275 -0.4299
50 H 0.7250 2.9846 -0.5235
51 H 0.1749 -0.0120 -0.4054
52 H -0.1515 -0.1636 -4.1495
53 H -1.6626 -1.6996 -5.3719
54 H -3.1295 -3.2804 -4.1106
55 H -3.1405 -3.2449 -1.6129
56 H -1.7471 -1.5640 -0.3894
57 H -1.1842 1.6011 -3.4442
58 H -0.9980 3.0438 -2.4205
59 H 0.0136 3.4594 -4.5966
60 H 1.0196 2.0170 -4.4613

Atomic charges from the Mulliken analysis, expressed in e, are listed below: number 1, C, carries -1.219; number 2, C, carries -0.146; number 3, O, carries -0.274; number 4, C, carries 0.220; number 5, C, carries 0.337; number 6, C, carries 0.519; number 7, O, carries -0.743; number 8, O, carries -0.057; number 9, C, carries -0.227; number 10, C, carries -1.177; number 11, C, carries 0.684; number 12, O, carries -0.760; number 13, O, carries -0.302; number 14, C, carries -0.232; number 15, C, carries -1.183; number 16, O, carries -0.804; number 17, H, carries 0.397; number 18, H, carries 0.297; number 19, H, carries 0.279; number 20, H, carries 0.283; number 21, H, carries 0.266; number 22, H, carries 0.312; number 23, H, carries 0.222; number 24, H, carries 0.420; number 25, H, carries 0.244; number 26, H, carries 0.281; number 27, H, carries 0.305; number 28, H, carries 0.343; number 29, H, carries 0.418; number 30, H, carries 0.297; number 31, H, carries 0.240; number 32, C, carries -0.716; number 33, C, carries -0.848; number 34, C, carries -0.418; number 35, N, carries 0.349; number 36, C, carries 0.364; number 37, C, carries -0.214; number 38, C, carries -0.226; number 39, C, carries -0.662; number 40, C, carries -0.416; number 41, C, carries -0.730; number 42, C, carries -0.306; number 43, C, carries -0.868; number 44, C, carries -0.526; number 45, H, carries 0.320; number 46, H, carries 0.361; number 47, H, carries 0.340; number 48, H, carries 0.344; number 49, H, carries 0.281; number 50, H, carries 0.285; number 51, H, carries 0.179; number 52, H, carries 0.543; number 53, H, carries 0.387; number 54, H, carries 0.380; number 55, H, carries 0.432; number 56, H, carries 0.489; number 57, H, carries 0.615; number 58, H, carries 0.397; number 59, H, carries 0.377; number 60, H, carries 0.245


(3)
# C3H3FN2O

C3H3FN2O in the gas phase (ωB97M-V with the def2-TZVPD basis set, OMol25).

The energy above the lowest of the compared OMol25 structures with the same formula, charge and spin comes out at 76.6 kJ/mol. The spin multiplicity is 1. For the HOMO-LUMO gap, the calculation gives 9.617 eV. The LUMO energy comes out at 0.90 eV.

Geometry (Å):
1 C -0.9679 -0.4787 -0.1859
2 C -0.0760 -1.2474 0.4733
3 C 0.8158 0.6110 0.0395
4 H -2.7545 -1.3165 0.0232
5 H -2.6907 0.2667 -0.6099
6 H -0.0609 -2.1823 1.0263
7 N -2.2597 -0.6593 -0.5898
8 N -0.3387 0.7806 -0.4238
9 O 1.1278 -0.5084 0.5836
10 F 1.7823 1.4600 0.0028

Atomic charges from the Mulliken analysis, expressed in e, are listed below: number 1, C, carries 0.496; number 2, C, carries -0.456; number 3, C, carries 0.620; number 4, H, carries 0.267; number 5, H, carries 0.294; number 6, H, carries 0.345; number 7, N, carries -0.509; number 8, N, carries -0.534; number 9, O, carries -0.285; number 10, F, carries -0.237


(4)
# C3H5FO2P

An isolated ion of composition C3H5FO2P and charge -1 (ωB97M-V with the def2-TZVPD basis set, OMol25).

The energy above the lowest of the compared OMol25 structures with the same formula, charge and spin comes out at 395.9 kJ/mol. The spin multiplicity is 1. For the HOMO-LUMO gap, the calculation gives 6.677 eV. The LUMO energy comes out at 3.65 eV. The net charge is -1.

Geometry (Å):
1 C -0.0380 -0.3088 0.2530
2 C 1.9773 0.4797 -0.3080
3 C -1.5743 -0.4328 -0.1646
4 O 0.6965 0.3409 -0.6823
5 O -4.1180 0.2939 0.3252
6 F -1.7495 -1.3270 -1.1651
7 P -2.7089 0.4409 0.7375
8 H 0.0562 0.2998 1.1664
9 H 0.4788 -1.2834 0.4459
10 H 1.8687 1.0305 0.7608
11 H 2.5502 0.9747 -1.0899
12 H 2.5610 -0.5084 -0.2789

Atomic charges from the Mulliken analysis, expressed in e, are listed below: number 1, C, carries -0.555; number 2, C, carries -0.594; number 3, C, carries 0.345; number 4, O, carries -0.286; number 5, O, carries -0.606; number 6, F, carries -0.305; number 7, P, carries -0.299; number 8, H, carries 0.340; number 9, H, carries 0.270; number 10, H, carries 0.234; number 11, H, carries 0.243; number 12, H, carries 0.213


(5)
# C4H8O2

C4H8O2 in the gas phase (ωB97M-V with the def2-TZVPD basis set, OMol25).

The energy above the lowest of the compared OMol25 structures with the same formula, charge and spin comes out at 418.5 kJ/mol. The spin multiplicity is 1. For the HOMO-LUMO gap, the calculation gives 10.594 eV. The LUMO energy comes out at 0.95 eV.

Geometry (Å):
1 C -0.0045 -0.3533 -0.4297
2 C 1.2670 -0.8427 0.2575
3 C -0.3515 1.0405 -0.0362
4 C -0.1741 2.1299 -0.7549
5 O -1.1826 -1.1799 -0.1217
6 O -1.4386 -1.3783 1.2698
7 H -1.7654 -2.2873 1.2892
8 H 0.0561 -0.4643 -1.5170
9 H -0.9839 1.0028 0.8672
10 H 1.1550 -0.7753 1.3373
11 H 1.4655 -1.8778 -0.0126
12 H 2.1064 -0.2193 -0.0405
13 H -0.4839 3.0995 -0.4022
14 H 0.3345 2.1054 -1.7060

Atomic charges from the Mulliken analysis, expressed in e, are listed below: number 1, C, carries 0.374; number 2, C, carries -1.206; number 3, C, carries -0.195; number 4, C, carries -0.742; number 5, O, carries -0.278; number 6, O, carries -0.339; number 7, H, carries 0.309; number 8, H, carries 0.288; number 9, H, carries 0.258; number 10, H, carries 0.306; number 11, H, carries 0.336; number 12, H, carries 0.367; number 13, H, carries 0.267; number 14, H, carries 0.256